[1]
Entry from OMol25: C3H6N2S2 in the gas phase (wB97M-V/def2-TZVPD).

Structure (ORCA input):
```
! wB97M-V def2-TZVPD RIJCOSX def2/J DEFGRID3
* xyz 0 1
C -0.775 -0.439 0.023
C 1.929 -0.465 -0.302
C 1.500 0.865 0.223
H -3.889 -0.614 0.053
H -2.811 0.695 0.478
H 2.092 -0.387 -1.399
H 2.765 -0.929 0.126
H 2.163 1.668 -0.103
H 1.512 1.096 1.326
N -3.069 -0.105 -0.174
N -1.938 -0.944 -0.038
S 0.662 -1.649 -0.015
S -0.140 1.208 -0.198
*
```

For the highest occupied orbital energy, the calculation gives -8.259 eV. The SMILES is NN=C1SCCS1. Its HOMO-LUMO gap is 8.88 eV. As for the lowest unoccupied orbital energy: 0.62 eV.

Atom charges from the Löwdin analysis, given in e for atoms 1 to 2:
1 C -0.855
2 C -0.596

***

[2]
Entry from OMol25: 7 unconnected molecules or ions with the total composition C19H49NO16S5 (wB97M-V/def2-TZVPD).

Structure (ORCA input):
```
! wB97M-V def2-TZVPD RIJCOSX def2/J DEFGRID3
* xyz 0 1
C -1.576 -5.521 -5.194
C -1.751 -4.055 -4.905
O -1.053 -3.732 -3.680
H -2.066 -6.075 -4.390
H -0.511 -5.735 -5.270
H -2.076 -5.900 -6.087
H -2.801 -3.784 -4.734
H -1.385 -3.346 -5.654
H -0.727 -2.828 -3.784
C -0.793 -0.017 -0.782
C -0.344 -0.611 -2.049
N 0.054 -1.031 -3.040
H -1.876 -0.144 -0.800
H -0.539 1.040 -0.822
H -0.378 -0.541 0.074
O 3.597 -0.276 -7.919
S 2.516 -1.164 -7.586
O 2.141 -2.270 -8.428
O 2.875 -1.753 -6.117
C 1.944 -2.681 -5.546
C 2.474 -3.057 -4.180
C 1.033 -0.160 -7.247
H 1.726 -3.526 -6.202
H 0.965 -2.202 -5.409
H 1.873 -3.892 -3.820
H 2.526 -2.238 -3.468
H 3.508 -3.399 -4.283
H 1.287 0.606 -6.521
H 0.236 -0.859 -7.029
H 0.911 0.371 -8.192
O 5.310 -1.343 -0.413
S 4.248 -0.464 -0.011
O 3.906 0.698 -0.776
O 2.884 -1.333 0.163
C 3.017 -2.635 0.731
C 1.647 -3.276 0.738
C 4.572 0.016 1.698
H 3.435 -2.610 1.742
H 3.719 -3.264 0.179
H 1.624 -4.139 1.406
H 1.303 -3.547 -0.258
H 0.910 -2.614 1.195
H 3.718 0.581 2.055
H 5.517 0.548 1.743
H 4.703 -0.934 2.214
O -1.294 -1.409 2.267
S -0.869 -1.807 3.590
O 0.507 -1.662 4.002
O -1.859 -1.028 4.587
C -1.576 -1.139 5.999
C -2.828 -0.682 6.740
C -1.356 -3.510 3.859
H -0.775 -0.457 6.277
H -1.277 -2.153 6.259
H -2.654 -0.848 7.802
H -3.708 -1.227 6.403
H -2.981 0.379 6.552
H -2.416 -3.633 3.643
H -1.143 -3.842 4.870
H -0.820 -4.087 3.105
O -1.985 3.174 0.569
S -1.964 4.216 -0.419
O -1.318 3.964 -1.681
O -3.474 4.740 -0.702
C -4.374 4.951 0.392
C -5.684 5.387 -0.251
C -1.206 5.709 0.255
H -4.015 5.736 1.071
H -4.392 4.089 1.064
H -5.456 6.157 -0.983
H -6.318 5.850 0.509
H -6.242 4.550 -0.663
H -0.127 5.617 0.367
H -1.579 5.795 1.279
H -1.466 6.595 -0.314
O -1.376 3.982 5.179
S -0.299 3.076 4.894
O -0.248 1.756 5.474
O -0.270 2.945 3.272
C 0.611 1.956 2.702
C 1.578 2.651 1.762
C 1.257 3.934 5.153
H -0.024 1.206 2.231
H 1.194 1.389 3.435
H 1.976 1.934 1.044
H 2.360 3.159 2.324
H 0.981 3.399 1.236
H 1.208 4.766 4.454
H 2.100 3.317 4.849
H 1.296 4.206 6.203
*
```

For the highest occupied orbital energy, the calculation gives -9.762 eV. The SMILES is CCOS(C)(=O)=O.CCOS(C)(=O)=O.CCOS(C)(=O)=O.CCOS(C)(=O)=O.CCOS(C)(=O)=O.CC#N.CCO. Its HOMO-LUMO gap is 9.92 eV. As for the lowest unoccupied orbital energy: 0.16 eV.

Atom charges from the Löwdin analysis, given in e for atoms 1 to 2:
1 C -0.087
2 C -0.314

***

[3]
Entry from OMol25: 2 unconnected molecules or ions with the total composition C23H35NO5 (wB97M-V/def2-TZVPD).

Structure (ORCA input):
```
! wB97M-V def2-TZVPD RIJCOSX def2/J DEFGRID3
* xyz 0 1
C 2.984 -3.224 2.964
C 1.505 -2.986 2.940
O 1.328 -1.616 2.564
C 0.008 -1.329 2.542
C -0.392 0.049 2.282
C -1.855 0.332 2.411
C -2.680 -0.571 1.481
C -4.172 -0.296 1.596
C -4.664 -0.420 3.044
C -3.819 0.394 4.036
C -2.322 0.137 3.871
C 0.490 1.172 2.472
O 0.077 2.337 2.513
O 1.808 0.890 2.552
C 2.589 2.080 2.784
C 4.031 1.668 2.786
O -0.811 -2.233 2.748
H 3.182 -4.268 3.220
H 3.430 -3.011 1.988
H 3.477 -2.590 3.708
H 0.993 -3.623 2.213
H 1.054 -3.158 3.924
H -1.995 1.385 2.136
H -2.322 -0.453 0.449
H -2.467 -1.599 1.788
H -4.363 0.717 1.221
H -4.729 -0.985 0.953
H -5.722 -0.134 3.120
H -4.611 -1.479 3.336
H -4.006 1.468 3.895
H -4.126 0.152 5.061
H -2.095 -0.899 4.151
H -1.727 0.789 4.527
H 2.371 2.794 1.981
H 2.286 2.525 3.740
H 4.645 2.544 3.014
H 4.233 0.895 3.534
H 4.320 1.281 1.804
C -2.677 6.251 -2.905
O -1.744 6.044 -1.828
C -1.171 4.815 -1.693
C -0.260 4.660 -0.627
C 0.337 3.441 -0.391
C 0.066 2.308 -1.209
C 0.717 1.042 -0.953
N 1.200 0.232 -1.888
C 1.931 -0.985 -1.520
C 1.265 0.597 -3.307
C -0.849 2.485 -2.283
C -1.447 3.710 -2.531
H -2.946 7.303 -2.818
H -2.212 6.062 -3.874
H -3.562 5.625 -2.777
H -0.049 5.534 -0.016
H 1.043 3.346 0.431
H 0.926 0.742 0.088
H 2.092 -1.585 -2.423
H 2.912 -0.734 -1.091
H 1.369 -1.575 -0.785
H 2.086 0.029 -3.754
H 0.342 0.331 -3.839
H 1.453 1.671 -3.418
H -1.113 1.652 -2.927
H -2.140 3.831 -3.371
*
```

For the highest occupied orbital energy, the calculation gives -6.076 eV. Its HOMO-LUMO gap is 4.77 eV. As for the lowest unoccupied orbital energy: -1.30 eV.

Atom charges from the Löwdin analysis, given in e for atoms 1 to 2:
1 C -0.080
2 C -0.255